A:
21
Properties=species:S:1:pos:R:3:mulliken_charge:R:1 method="wB97M-V/def2-TZVPD" orbital_gap_ha=0.27143 e_homo_ha=-0.2617
H 0.281 0.667 -2.211 0.278
C 0.435 0.149 -1.268 -0.672
C -0.531 -0.750 -0.933 1.274
C -2.524 0.644 -0.441 -1.152
H 1.772 -1.470 -1.112 0.349
H -1.974 1.393 0.142 0.338
H 2.528 -0.167 -1.890 0.373
H 0.171 -1.926 0.785 0.238
C 1.847 -0.369 -1.058 -0.582
C -1.913 -0.663 -0.689 -0.493
H -1.037 -2.789 -0.273 0.333
C 2.577 0.145 0.174 -1.106
C -0.415 -1.924 -0.119 -1.079
H -2.563 -1.525 -0.631 0.316
H 2.028 -0.004 1.103 0.281
H 3.542 -0.361 0.258 0.340
H -2.605 1.254 -1.350 0.304
H -0.445 3.141 4.427 -0.014
H -3.539 0.649 -0.037 0.336
H -0.424 2.698 5.038 0.014
H 2.788 1.207 0.085 0.323



B:
21
Properties=species:S:1:pos:R:3:mulliken_charge:R:1 method="wB97M-V/def2-TZVPD" smiles=C[C@@H]1[C@H](C)C[C@@H]1C orbital_gap_ha=0.41571 e_homo_ha=-0.3735
C 0.751 1.485 1.612 -1.533
H -0.457 -2.086 -2.055 0.327
C -1.024 -0.662 -0.514 0.422
H -1.208 -2.831 -0.638 0.407
H 0.461 -2.258 -0.552 0.325
C -0.530 -2.032 -0.962 -1.542
C -0.115 0.592 -0.758 0.242
H -0.368 -1.005 1.572 0.266
H 1.927 1.236 -1.168 0.368
C -1.030 -0.342 1.000 -0.991
C 1.340 0.311 -1.113 -1.678
C -0.396 1.045 0.710 0.403
H -0.530 1.277 -1.508 0.264
H -2.021 -0.492 -0.941 0.319
H 1.581 0.768 1.594 0.319
H -1.167 1.825 0.715 0.320
H 1.409 -0.182 -2.090 0.371
H 1.828 -0.341 -0.380 0.359
H 0.401 1.553 2.648 0.400
H 1.155 2.466 1.335 0.339
H -2.008 -0.327 1.494 0.293



C:
21
Properties=species:S:1:pos:R:3:mulliken_charge:R:1 method="wB97M-V/def2-TZVPD" smiles=CC(C)CC1CC1 orbital_gap_ha=0.41462 e_homo_ha=-0.3710
C 0.080 -0.751 0.628 -0.958
H 2.509 -1.442 -0.527 0.226
H -1.299 -0.924 -1.720 0.333
C -1.302 -0.113 0.283 0.742
C 2.552 -0.425 -0.147 -0.739
H 3.518 -0.139 0.259 0.265
H -1.935 -0.210 1.174 0.292
H -2.133 -1.958 -0.550 0.393
C -1.959 -0.916 -0.843 -1.672
H -2.157 1.897 0.299 0.395
H -2.916 -0.482 -1.153 0.413
H -0.392 1.897 0.283 0.325
H 1.168 0.309 -1.735 0.202
C 1.745 0.617 -0.865 -0.443
H 2.148 1.624 -0.939 0.239
H 1.469 0.825 1.308 0.423
H 0.055 -1.143 1.653 0.340
H -1.283 1.517 -1.184 0.306
C -1.276 1.381 -0.096 -1.400
C 1.306 0.128 0.486 0.008
H 0.223 -1.632 -0.012 0.308



D:
21
Properties=species:S:1:pos:R:3:mulliken_charge:R:1 method="wB97M-V/def2-TZVPD" orbital_gap_ha=0.33238 e_homo_ha=-0.2941
H -0.880 0.004 2.620 0.359
C -1.220 0.987 2.298 -1.350
H -0.590 1.950 0.203 0.379
H -2.685 -0.779 0.863 0.341
C -1.896 -1.056 0.120 -1.520
C 0.155 -0.143 -1.081 -0.838
C 1.562 0.246 -0.631 -0.144
H 2.463 -1.494 -1.640 0.345
H 0.093 -1.156 -1.469 0.360
H 1.573 1.309 -0.395 0.379
C 2.557 -0.402 -1.601 -1.367
H -2.551 -1.397 -0.683 0.386
H 1.848 -0.225 0.318 0.235
C -0.921 1.127 0.852 -0.120
H -0.662 1.665 2.956 0.335
H -1.518 -1.957 0.612 0.339
H 2.462 -0.159 -2.678 0.330
C -0.895 0.067 0.005 0.558
H -2.275 1.018 2.576 0.343
H 3.611 -0.166 -1.403 0.366
H -0.231 0.561 -1.843 0.283



It is B that is the most stable of them.



A:
21
Properties=species:S:1:pos:R:3:mulliken_charge:R:1 method="wB97M-V/def2-TZVPD" smiles="C=C1CC1.[H][H].C=CC" orbital_gap_ha=0.38990 e_homo_ha=-0.3474
C -1.477 -0.155 1.337 -0.440
C 0.567 -0.991 -2.237 -1.043
C -1.327 1.540 -0.733 -0.850
C -1.306 1.025 0.484 0.602
H -0.854 1.648 2.588 0.203
H -2.358 -0.778 1.210 0.232
H -2.617 1.609 2.068 0.218
H 0.921 -0.502 -3.152 0.260
H 0.662 -2.073 -2.369 0.345
H 2.876 -0.782 0.373 0.339
H -1.491 0.898 -1.592 0.266
H 2.540 -2.221 -0.754 0.251
H 1.201 0.536 -0.760 0.375
H 1.500 -0.566 2.110 -0.159
H -1.240 2.609 -0.908 0.235
C 1.367 -0.495 -1.068 0.227
C -1.599 1.266 1.894 -0.488
C 2.297 -1.208 -0.441 -0.924
H -0.499 -0.763 -2.140 0.170
H 1.433 0.106 2.421 0.134
H -0.598 -0.703 1.668 0.045



B:
21
Properties=species:S:1:pos:R:3:mulliken_charge:R:1 method="wB97M-V/def2-TZVPD" smiles="C/C=C/CCCC" orbital_gap_ha=0.38096 e_homo_ha=-0.3349
C -1.021 2.273 0.027 -0.133
C 0.631 -2.867 1.192 -1.013
C -0.489 1.183 -0.507 -0.355
H 0.337 -2.746 -0.951 0.362
H -0.430 3.911 -1.250 0.286
C 1.005 -2.318 -0.207 -0.518
H -1.169 2.360 1.099 0.362
H -0.313 1.132 -1.578 0.247
H 0.008 0.198 1.280 0.246
H 0.635 -2.067 1.928 0.284
H -1.057 -0.792 0.159 0.275
H 1.278 -0.362 -1.229 0.371
H -0.377 -3.282 1.178 0.270
C -1.330 3.501 -0.797 -1.166
H 2.003 -2.672 -0.453 0.324
H 1.880 -0.505 0.436 0.265
C 1.087 -0.797 -0.243 -0.704
C -0.222 -0.091 0.262 -0.353
H 1.346 -3.619 1.501 0.335
H -2.010 3.236 -1.600 0.299
H -1.792 4.326 -0.247 0.318



C:
21
Properties=species:S:1:pos:R:3:mulliken_charge:R:1 method="wB97M-V/def2-TZVPD" smiles=CC[C@@]1(C)C[C@H]1C orbital_gap_ha=0.39224 e_homo_ha=-0.3511
H 2.586 -1.753 -1.252 0.393
H -1.258 1.224 2.264 0.310
C -1.846 -0.332 -0.011 -1.369
H 2.197 -1.537 0.460 0.314
C 2.039 -1.122 -0.541 -1.450
C -0.209 1.036 2.022 -1.224
C 0.563 -1.085 -0.872 0.164
C -0.020 -0.021 -1.755 -1.148
H -0.946 1.842 0.151 0.289
H -2.255 0.769 -0.132 0.271
H 2.493 -0.126 -0.574 0.275
H -2.051 -0.619 1.029 0.302
H 0.041 0.047 2.432 0.288
C -0.053 1.168 0.497 -0.628
H -2.214 -1.159 -0.647 0.411
H -0.787 -0.289 -2.476 0.289
H 0.630 0.797 -2.057 0.272
C -0.396 -0.063 -0.299 1.095
H 0.959 1.518 0.229 0.445
H 0.136 -2.077 -1.017 0.345
H 0.393 1.784 2.548 0.356



D:
21
Properties=species:S:1:pos:R:3:mulliken_charge:R:1 method="wB97M-V/def2-TZVPD" orbital_gap_ha=0.30573 e_homo_ha=-0.2656
H 0.634 1.460 1.011 0.389
C -0.780 -0.956 -1.325 -1.227
H -0.505 -1.039 2.451 0.254
C 0.335 -0.420 -0.092 0.396
H -1.079 -0.772 -2.398 0.337
H -0.776 1.387 -1.768 0.301
C -1.401 0.736 1.473 -0.609
H 0.536 0.520 -2.660 0.391
C -0.408 0.037 2.339 -0.607
H 2.450 0.154 -0.291 0.262
C 1.802 -0.745 -0.222 -1.211
C 0.161 0.818 -1.668 -1.464
H -0.012 0.558 3.207 0.265
H 2.136 -1.304 0.663 0.368
H -0.379 -1.954 -1.363 0.397
C 0.006 0.554 0.975 0.022
H 0.899 1.420 -1.174 0.590
H 2.006 -1.371 -1.097 0.384
H -1.736 -0.956 -0.820 0.320
H -1.712 1.740 1.746 0.257
H -2.179 0.132 1.014 0.185



It is B that is the most stable of them.



A:
21
Properties=species:S:1:pos:R:3:mulliken_charge:R:1 method="wB97M-V/def2-TZVPD" orbital_gap_ha=0.34678 e_homo_ha=-0.3096
H -1.347 -2.391 1.954 0.342
C 0.741 -0.294 -1.236 -0.042
H -0.737 2.632 -1.043 0.302
H -2.355 -2.212 -0.067 0.331
H 2.743 -0.353 -0.819 0.333
H 1.737 -1.149 0.399 0.291
C 0.021 0.809 -1.659 -0.228
C -1.587 -1.470 0.118 -0.741
C -0.962 -1.577 1.335 -0.104
H 0.287 -0.699 2.597 0.272
H 0.801 2.701 -1.996 0.353
C 0.257 2.199 -1.188 -1.203
H -1.594 -0.103 2.717 0.334
H 0.897 2.309 -0.313 0.279
H -0.623 0.709 -2.537 0.439
H -1.624 -0.441 -0.246 0.243
C 1.826 -0.259 -0.228 -1.207
C -0.668 -0.352 2.185 -0.784
H 1.884 0.596 0.442 0.326
H -0.441 0.477 1.518 0.118
H 0.743 -1.133 -1.932 0.346



B:
21
Properties=species:S:1:pos:R:3:mulliken_charge:R:1 method="wB97M-V/def2-TZVPD" smiles="C=C(C)C.C=CC" orbital_gap_ha=0.37951 e_homo_ha=-0.3400
H -1.536 -1.691 1.901 0.319
H 0.039 -3.248 -0.228 0.250
C -1.266 1.142 -0.232 -0.973
H 0.564 3.157 -1.906 0.302
C 0.422 2.857 -0.860 -1.248
H 1.399 2.949 -0.368 0.292
C 0.627 -1.306 1.663 -0.867
H 1.434 -1.625 0.996 0.253
C -0.088 1.443 -0.778 0.975
H 1.815 0.440 -0.909 0.300
H 0.926 -1.525 2.695 0.343
H -1.623 0.115 -0.185 0.300
H 0.952 0.552 -2.442 0.389
C -0.662 -1.992 1.320 -0.065
C 0.817 0.391 -1.365 -1.078
H -1.913 1.913 0.182 0.238
H 0.416 -0.616 -1.213 0.160
H 0.517 -0.218 1.574 0.189
C -0.806 -2.918 0.375 -0.673
H -0.268 3.565 -0.390 0.331
H -1.765 -3.386 0.173 0.262



C:
21
Properties=species:S:1:pos:R:3:mulliken_charge:R:1 method="wB97M-V/def2-TZVPD" orbital_gap_ha=0.37277 e_homo_ha=-0.3312
H 1.467 -0.914 -1.151 0.232
H 0.842 -0.203 2.347 0.263
H -1.589 1.007 -0.450 0.214
C 0.641 0.872 2.355 -1.125
C 1.337 0.944 -0.090 -0.073
H 1.385 1.555 -0.992 0.362
C -1.760 0.604 -1.446 -0.712
H -2.329 -2.324 -0.418 0.344
C 0.819 1.504 1.004 -0.169
H 1.314 1.330 3.090 0.330
H -1.859 -1.067 -2.696 0.297
H 0.484 2.539 0.927 0.383
C 1.870 -0.452 -0.242 -1.080
H 1.618 -1.097 0.605 0.258
H 2.963 -0.442 -0.341 0.331
C -1.692 -0.703 -1.682 0.091
H -0.660 -2.460 -0.970 0.271
H -1.973 1.319 -2.236 0.255
C -1.422 -1.746 -0.635 -0.898
H -0.381 1.022 2.724 0.285
H -1.077 -1.287 0.298 0.141



D:
21
Properties=species:S:1:pos:R:3:mulliken_charge:R:1 method="wB97M-V/def2-TZVPD" orbital_gap_ha=0.29070 e_homo_ha=-0.2641
H 1.776 1.516 -1.023 0.276
C 2.179 1.363 -0.042 -0.703
H -2.020 1.705 -0.665 0.409
H -2.624 -1.214 -0.905 0.336
H 3.589 0.063 0.924 0.277
H -0.322 1.598 -0.681 0.256
H 1.084 -0.315 1.750 0.348
H 0.309 -2.245 0.682 0.261
C -0.048 -1.140 0.062 -0.033
H 2.786 -0.665 -0.549 0.238
C 1.172 -0.804 0.772 -1.129
H -2.526 -1.608 0.854 0.411
H -0.081 -1.528 -0.982 0.349
C -1.211 -0.131 0.232 0.790
C 2.800 0.120 0.173 -0.390
C -2.521 -0.819 0.110 -1.599
H 2.492 2.275 0.463 0.307
H -1.079 0.294 1.237 0.212
H -3.303 -0.085 0.264 0.411
C -1.202 0.991 -0.818 -1.350
H -1.252 0.631 -1.857 0.322



It is B that is the most stable of them.



A:
15
Properties=species:S:1:pos:R:3:mulliken_charge:R:1 method="wB97M-V/def2-TZVPD" smiles="C=CSC(=C)NC=S" orbital_gap_ha=0.31056 e_homo_ha=-0.3109
C -1.278 -1.590 0.856 -0.713
H 0.877 -1.022 -2.829 0.311
S -1.067 1.089 0.844 -0.233
H -1.573 -1.317 1.932 0.209
H -0.338 0.645 -1.504 0.288
C 1.097 2.458 0.831 -0.625
C 0.608 1.252 1.082 -0.042
H 0.537 3.231 0.259 0.252
C 0.235 -1.307 -2.005 -0.158
H 2.108 2.558 1.106 0.277
N -0.427 -0.391 -1.223 -0.183
H -1.303 -2.660 0.501 0.257
C -1.048 -0.488 0.050 0.442
S 0.291 -3.010 -1.724 -0.320
H 1.280 0.554 1.823 0.238



B:
15
Properties=species:S:1:pos:R:3:mulliken_charge:R:1 method="wB97M-V/def2-TZVPD" smiles="C=C1CSNC(=S)C1" orbital_gap_ha=0.30323 e_homo_ha=-0.3073
S -1.574 2.898 0.175 -0.303
H 1.842 -1.518 0.640 0.410
S 2.119 0.775 0.662 -0.011
H 0.745 -0.829 1.666 0.319
C -0.610 1.555 0.380 0.117
N 0.602 1.663 1.103 -0.335
C 1.097 -0.717 0.638 -0.767
H 0.850 2.590 1.515 0.311
H -1.915 -0.177 -0.144 0.282
C -0.270 -1.877 -1.161 -1.167
C 0.104 -0.797 -0.445 0.793
H -1.206 -1.900 -1.807 0.242
H 0.383 -2.655 -1.147 0.382
C -0.927 0.339 -0.517 -0.661
H -1.242 0.649 -1.557 0.388



It is B that is the most stable of them.